# 1
DFT (ωB97M-V/def2-TZVPD) results for a structure of composition C7H20N2O.

Output
Energy: -12608.5079 eV
Max |F|: 0.09520 hartree/bohr
Energy above the lowest of the compared OMol25 structures with the same formula, charge and spin: 67.8 kcal per mole
Highest occupied orbital energy: -6.93 eV
Orbital gap: 7.70 eV

The geometry in XYZ format:
```
30
Properties=species:S:1:pos:R:3:forces:R:3:lowdin_charge:R:1
C 1.597140 -1.275995 0.608731 -3.2 1.5 -0.5 -0.61
C 1.141604 -1.790808 1.951019 0.2 -0.3 0.4 -0.09
N 2.906302 -0.717658 0.669826 0.4 0.5 0.0 0.05
O 1.614520 -2.311634 -0.353909 -0.3 -1.4 -0.9 -0.08
H 0.711832 -2.411495 -0.688671 0.4 -0.1 0.1 0.07
H 0.522015 -0.466280 0.174863 3.7 -1.4 1.4 0.15
H 3.570748 -1.406316 1.027382 -0.2 0.0 0.1 0.07
H 3.229706 -0.515021 -0.270859 -0.1 0.1 0.0 0.06
H 1.198312 -1.002696 2.705962 -0.1 0.0 0.0 0.07
H 1.750810 -2.638040 2.297518 0.1 0.0 0.0 0.07
H 0.106026 -2.150267 1.898699 0.2 0.1 0.0 0.07
C -1.727236 0.841908 -0.794886 2.4 -0.4 0.9 -0.29
C 0.012319 1.693756 0.980530 0.0 -0.3 0.1 -0.11
C 0.810661 1.333324 -1.272725 0.0 -0.3 0.1 -0.11
C -1.808845 -0.059752 -2.011108 0.3 -0.2 -0.2 -0.09
C -2.650125 0.357105 0.305671 0.1 0.0 0.4 -0.09
N -0.048269 0.827600 -0.198803 -4.4 1.4 -1.6 -0.24
H -1.942694 1.879662 -1.058617 0.2 0.1 0.1 0.12
H -0.390447 2.688927 0.768924 0.2 0.1 0.1 0.09
H 1.045211 1.756316 1.340142 -0.1 0.1 -0.3 0.09
H -0.556485 1.259135 1.804192 -0.1 0.0 -0.1 0.08
H 0.366135 2.196250 -1.778221 0.1 0.1 0.0 0.09
H 0.995570 0.539559 -1.998979 -0.2 0.0 0.0 0.08
H 1.795834 1.599150 -0.875982 -0.2 0.1 0.1 0.08
H -2.296874 -0.596469 0.728342 -0.1 0.3 -0.1 0.09
H -1.236058 0.324696 -2.858585 0.1 -0.1 0.1 0.07
H -2.841464 -0.154190 -2.375304 0.1 0.1 0.3 0.08
H -1.455810 -1.075487 -1.774367 -0.1 0.3 0.0 0.08
H -3.671185 0.187474 -0.063851 0.3 0.1 -0.2 0.08
H -2.749248 1.087245 1.113065 0.1 -0.1 0.0 0.07
```
Positions in Å, forces in eV/Å.

# 2
DFT (ωB97M-V/def2-TZVPD) results for a cluster of 3 separate species, C4H12O3 in total.

Output
Energy: -10483.4651 eV
Max |F|: 0.03429 hartree/bohr
Energy above the lowest of the compared OMol25 structures with the same formula, charge and spin: 38.6 kcal per mole
Highest occupied orbital energy: -9.25 eV
Orbital gap: 9.92 eV
SMILES: C/C=C/CO.O.O

The geometry in XYZ format:
```
19
Properties=species:S:1:pos:R:3:forces:R:3:lowdin_charge:R:1
C 0.316574 -1.817312 1.287497 0.7 0.5 0.2 -0.09
C -0.325956 1.246486 -1.019989 -0.7 0.2 1.4 -0.24
O -1.514906 2.075013 -1.015768 0.6 -0.6 -0.1 -0.08
C -0.464048 0.200182 0.079529 0.9 0.5 -0.8 -0.13
C 0.450284 -0.756307 0.223337 -1.1 0.1 0.4 -0.20
H 1.074162 -1.683575 2.074047 0.0 -0.2 -0.1 0.07
H 0.445222 -2.813964 0.872750 -0.1 -0.1 0.0 0.07
H -0.651574 -1.734120 1.777400 -0.1 -0.1 -0.1 0.07
H 0.543032 1.776086 -0.617841 0.1 0.6 -0.8 0.11
H -0.204487 0.900671 -2.041590 0.4 -0.4 0.1 0.11
H -1.210435 2.951758 -0.819891 -0.1 0.7 0.1 0.07
H -1.168130 0.526840 0.840889 -0.4 -0.7 -0.1 0.12
H 1.289460 -0.728826 -0.468280 -0.1 -0.6 -0.1 0.12
H 3.137172 1.238349 1.240990 0.8 1.3 0.0 0.04
H 2.081383 0.439588 1.523616 -1.3 0.4 0.7 0.01
O 2.302938 1.375276 1.700855 0.5 -1.6 -0.7 -0.06
H -2.219214 -1.385762 -1.211726 0.2 -0.4 -0.1 0.04
H -2.049984 -0.454868 -2.328541 0.0 0.5 -0.5 0.02
O -1.831492 -1.355515 -2.097285 -0.4 -0.2 0.3 -0.05
```
Positions in Å, forces in eV/Å.

# 3
DFT (ωB97M-V/def2-TZVPD) results for the molecule C4H8N2.

Output
Energy: -7257.3323 eV
Max |F|: 0.02344 hartree/bohr
Energy above the lowest of the compared OMol25 structures with the same formula, charge and spin: 12.5 kcal per mole
Highest occupied orbital energy: -9.73 eV
Orbital gap: 10.71 eV
SMILES: CCNCC#N

The geometry in XYZ format:
```
14
Properties=species:S:1:pos:R:3:forces:R:3:lowdin_charge:R:1
C -1.481968 -1.352202 0.296836 0.0 0.0 0.0 -0.10
C -0.069458 -0.832169 0.108522 0.2 -0.1 0.0 -0.31
N -0.010909 0.290495 -0.831322 -0.2 0.1 0.1 -0.09
C 1.191086 1.083590 -0.670051 0.2 0.0 -0.1 -0.23
C 1.220827 1.898380 0.572205 0.0 0.5 0.9 -0.21
N 1.192638 2.528044 1.543582 0.0 -0.7 -1.0 0.13
H -1.912378 -1.716821 -0.641729 0.1 0.1 0.1 0.08
H -2.137116 -0.571926 0.701371 0.1 -0.1 0.0 0.08
H -1.462338 -2.179381 1.012175 -0.1 0.1 -0.1 0.07
H 0.351741 -0.552510 1.088201 -0.1 0.0 -0.1 0.11
H 0.561762 -1.635515 -0.297613 -0.1 0.2 0.1 0.11
H -0.826357 0.884425 -0.713486 0.1 -0.1 0.0 0.11
H 1.337525 1.756070 -1.522339 -0.1 -0.1 0.1 0.12
H 2.044945 0.399520 -0.646350 0.0 0.2 0.0 0.12
```
Positions in Å, forces in eV/Å.

# 4
DFT (ωB97M-V/def2-TZVPD) results for a cluster of 2 separate species, C2H10N2OSi in total.

Output
Energy: -15138.0918 eV
Max |F|: 0.08643 hartree/bohr
Energy above the lowest of the compared OMol25 structures with the same formula, charge and spin: 130.7 kcal per mole
Highest occupied orbital energy: -9.08 eV
Orbital gap: 9.88 eV
SMILES: C=[N+](C)[O-].N[SiH3]

The geometry in XYZ format:
```
16
Properties=species:S:1:pos:R:3:forces:R:3:lowdin_charge:R:1
C -2.603113 -2.285442 -0.549996 -2.2 -0.8 -0.6 -0.02
C -2.588236 0.061739 -0.541836 -2.3 3.6 -1.1 0.04
N 3.430494 0.760619 1.320217 -0.2 -1.5 2.1 -0.19
N -1.984644 -0.993238 -0.295290 1.9 -2.8 1.5 -0.41
O -0.805415 -1.052438 0.194778 -0.2 -0.1 -0.2 -0.15
Si 1.729695 0.839798 1.000138 1.8 1.8 -0.6 0.52
H -1.822952 -2.942037 -0.981501 -0.7 0.2 0.7 0.11
H -3.302266 -2.692780 0.255320 2.0 0.4 -0.2 0.12
H -3.410415 -2.098539 -1.272229 0.6 -0.1 -0.5 0.08
H -2.036697 0.999530 -0.387887 -0.5 -0.5 0.0 0.11
H 1.488678 1.347745 -0.304403 0.1 0.3 -1.5 -0.10
H -3.628889 0.027310 -0.934687 1.1 0.1 0.3 0.10
H 3.687302 -0.009523 1.980988 -0.3 1.1 -0.8 0.03
H 4.094118 0.732963 0.600921 0.8 0.1 -1.2 -0.02
H 1.086227 -0.355635 1.018439 -1.2 -2.3 0.8 -0.13
H 1.250280 1.988724 1.685580 -0.8 0.5 1.3 -0.10
```
Positions in Å, forces in eV/Å.

# 5
DFT (ωB97M-V/def2-TZVPD) results for the ion C4H10N3 with charge +1.

Output
Energy: -8769.8222 eV
Max |F|: 0.12738 hartree/bohr
Energy above the lowest of the compared OMol25 structures with the same formula, charge and spin: 110.2 kcal per mole
Highest occupied orbital energy: -14.98 eV
Orbital gap: 11.07 eV
Total charge: +1
SMILES: C[C@@H]1N2CNC[N@@H+]12

The geometry in XYZ format:
```
17
Properties=species:S:1:pos:R:3:forces:R:3:lowdin_charge:R:1
C 1.699622 0.361240 0.222987 0.3 0.6 0.8 -0.11
C 0.050256 1.460809 -0.946928 4.2 -0.8 -5.0 -0.19
C -0.654255 -0.432060 0.460809 -2.0 -0.5 1.0 -0.30
C -1.778954 -1.515708 0.422899 1.3 -1.0 0.9 0.00
N 1.021156 1.617741 0.053623 0.4 0.3 1.9 -0.02
N 0.662930 -0.720346 -0.020700 1.2 -1.2 -1.0 0.06
N -0.425322 0.078666 -0.878781 0.0 -1.3 0.8 0.13
H 2.232343 0.351874 -0.664673 1.8 -0.8 -1.6 0.10
H 2.433964 0.203775 1.092431 -1.7 0.4 -1.0 0.18
H -0.675804 2.237002 -1.019835 -1.0 0.1 0.5 0.14
H 0.695855 1.585711 -1.959331 -1.9 -0.6 1.7 0.18
H -0.559713 0.164071 1.445252 -0.6 -0.6 -1.8 0.19
H -2.490452 -1.443106 -0.389616 0.2 0.8 -0.3 0.08
H -2.358872 -1.400807 1.358540 0.5 -0.7 -0.4 0.09
H -1.329307 -2.561841 0.225076 -0.6 1.5 1.0 0.12
H 0.395149 1.766841 0.783547 -0.1 1.0 2.8 0.08
H 1.081405 -1.753861 -0.185300 -1.8 2.9 -0.3 0.27
```
Positions in Å, forces in eV/Å.

Which value of energy does entry 1 give? -12608.5079 eV

What is the max |F| in the fourth record? 0.08643 hartree/bohr